C4H34N2O13 | ωB97M-V/def2-TZVPD

Calculated values
- highest occupied orbital energy (eV) = -9.70
- E_LUMO (eV) = -0.0884
- HOMO-LUMO gap (eV) = 9.6

The geometry in XYZ format:
```
53
Properties=species:S:1:pos:R:3:forces:R:3:lowdin_charge:R:1
N 1.059 -1.649 -1.923 -0.12 0.32 -0.93 0.013
C 1.111 -1.453 -0.492 0.07 -0.21 0.19 -0.263
C -0.262 -1.242 0.143 0.14 -0.78 0.46 -0.169
N -0.155 -0.792 1.545 -0.27 -0.71 -0.40 -0.085
C -1.290 -0.105 2.094 -0.70 0.21 -0.58 -0.201
C -1.425 -0.333 3.583 0.23 -0.48 -0.75 -0.204
O -0.710 -1.139 4.133 -0.48 0.50 0.17 0.060
H 0.655 -2.495 -2.313 0.17 -0.31 0.85 0.072
H 0.613 -0.920 -2.458 0.39 0.69 0.21 0.069
H 1.808 -0.702 -0.120 -0.25 0.86 -1.12 0.084
H 1.725 -2.269 -0.095 -0.98 -0.65 0.51 0.102
H -0.793 -2.207 0.038 -0.10 0.59 0.19 0.086
H -0.865 -0.517 -0.411 0.37 0.18 -0.09 0.107
H 0.097 -1.562 2.151 0.01 -0.04 0.16 0.113
H -1.241 0.946 1.812 0.27 0.59 0.58 0.102
H -2.272 -0.329 1.627 0.13 -0.67 0.26 0.137
H -2.269 0.192 4.052 0.18 0.06 0.37 0.129
H 2.389 0.029 1.599 0.19 -0.06 0.13 0.034
H 1.051 0.560 2.084 1.09 -0.03 -0.52 0.048
O 1.968 0.863 1.836 -0.52 0.25 0.29 -0.064
H -0.130 3.490 0.494 -0.67 0.41 0.19 0.023
H -0.592 4.935 0.770 -0.47 -0.67 0.09 0.080
O -0.926 4.015 0.793 1.42 0.41 -0.41 -0.097
H -3.425 0.994 -1.971 0.33 0.16 0.01 0.040
H -2.071 0.298 -2.183 0.30 -0.34 0.43 0.009
O -2.786 0.725 -2.642 -0.77 -0.26 -0.55 -0.054
H 4.468 -0.909 0.298 0.02 0.06 0.22 0.038
H 4.394 -2.358 -0.074 -0.53 0.12 0.38 0.016
O 4.183 -1.752 0.671 0.42 0.14 -0.18 -0.084
H -1.462 3.533 2.432 -0.04 0.35 0.55 -0.020
H -0.669 4.109 3.569 -0.15 -0.08 0.20 0.029
O -1.496 3.638 3.410 0.14 -0.27 -0.40 -0.097
H -1.415 1.562 -3.807 0.33 0.33 -0.23 0.027
H -1.036 2.364 -2.647 0.17 0.33 -0.10 0.023
O -0.699 2.162 -3.532 -0.32 -0.23 0.18 -0.069
H -1.147 -3.341 -2.053 -0.07 0.52 -0.42 -0.012
H -1.349 -4.380 -1.040 -0.23 -0.27 -0.27 0.000
O -1.443 -4.247 -2.000 0.23 -0.23 0.55 -0.059
H -2.317 -4.624 1.238 0.09 0.24 -0.67 0.078
H -1.281 -3.623 1.597 -0.06 0.00 -0.72 0.062
O -1.763 -3.944 0.806 -0.15 -0.49 1.72 -0.071
H -2.125 2.075 0.002 -0.30 0.36 0.64 0.009
H -3.528 2.867 -0.008 0.48 -0.10 0.55 0.062
O -2.789 2.526 -0.518 -0.53 -0.35 -1.21 -0.042
H 1.644 1.868 0.504 -0.25 0.51 -0.02 0.045
H 2.008 3.171 -0.301 -0.08 0.01 0.27 0.088
O 1.267 2.586 -0.092 0.39 -0.11 0.47 -0.080
H 3.941 -2.287 -2.326 -0.51 0.62 -0.60 0.050
H 2.687 -2.810 -1.494 0.58 0.58 -0.88 0.005
O 3.635 -2.902 -1.674 0.47 -1.49 0.83 -0.054
H 1.646 1.978 -1.618 0.45 -1.12 -0.75 -0.021
H 1.410 1.923 -3.070 0.01 -0.44 -0.48 0.005
O 1.972 1.482 -2.418 -0.53 1.00 0.65 -0.100
```
Forces are in eV/Å.

C4H35NO13S | ωB97M-V/def2-TZVPD

Calculated values
- highest occupied orbital energy (eV) = -8.65
- E_LUMO (eV) = -0.0589
- HOMO-LUMO gap (eV) = 8.6

The geometry in XYZ format:
```
54
Properties=species:S:1:pos:R:3:forces:R:3:lowdin_charge:R:1
C 0.708 -1.085 -0.937 -0.67 2.21 2.78 -0.134
N -0.567 -0.356 -0.743 0.19 0.35 -0.71 -0.038
C -0.726 0.917 -1.301 1.68 0.81 0.88 -0.228
O -0.238 2.062 -0.419 -0.27 -0.04 0.31 -0.112
C 1.946 -0.301 -0.305 0.63 -1.15 -1.14 -0.261
C 3.122 -1.277 -0.505 -0.31 -0.78 1.04 -0.561
S 4.636 -0.781 0.435 0.30 -0.11 -1.43 0.697
H 0.727 -1.221 -2.008 0.77 -0.84 -0.05 0.095
H 0.681 -1.928 -0.170 -0.19 0.39 -2.09 0.126
H -1.139 -0.540 0.046 -0.09 -0.33 0.84 0.069
H -0.027 1.049 -2.116 -0.51 -0.69 -0.29 0.065
H -1.725 1.138 -1.565 -1.08 0.21 -0.37 0.094
H -0.893 2.761 -0.215 0.19 -0.93 -0.37 0.070
H 2.278 0.740 -0.445 -0.73 -0.14 -1.24 0.094
H 1.699 -0.273 0.726 -0.19 -0.33 1.38 0.071
H 2.735 -2.266 -0.110 1.05 1.46 -0.99 0.030
H 3.422 -1.459 -1.562 -0.13 0.39 0.72 0.078
H 4.119 -0.689 1.632 -0.60 -0.05 0.81 -0.197
H 0.652 2.681 -2.464 0.37 0.48 0.06 0.016
H 1.034 1.748 -3.543 -0.07 -0.14 -0.28 -0.009
O 1.225 2.640 -3.245 -0.49 0.37 0.18 -0.062
H -3.767 2.216 -0.666 0.15 0.07 0.07 -0.007
H -4.147 0.776 -1.061 -0.05 0.04 -0.19 -0.008
O -4.279 1.713 -1.296 -0.14 -0.13 -0.01 -0.056
H -2.398 3.254 2.607 -0.40 0.15 -0.64 0.070
H -3.258 3.059 1.227 -0.24 0.96 0.39 0.029
O -2.698 2.673 1.894 0.50 -1.24 0.15 -0.037
H 2.794 1.616 2.888 0.10 0.11 0.00 0.067
H 2.350 1.874 1.457 0.07 0.13 -0.11 0.035
O 2.316 2.254 2.344 0.14 -0.20 0.01 -0.032
H -0.719 -0.428 3.104 0.46 -0.21 0.59 0.010
H -1.158 -0.675 4.515 -0.12 -0.05 0.43 0.050
O -0.567 -1.038 3.859 -0.09 0.05 -0.53 -0.080
H -2.984 0.418 1.813 0.79 -0.45 0.25 0.032
H -3.814 -0.773 1.769 0.45 -0.64 0.10 0.063
O -2.865 -0.562 1.848 -1.22 1.34 -0.51 -0.055
H -0.572 1.380 1.855 0.06 0.33 -0.28 -0.002
H 0.699 1.736 2.663 -0.83 -0.33 0.05 0.018
O -0.211 1.340 2.747 0.38 0.40 -0.16 -0.085
H -0.113 -0.931 -4.370 0.10 -0.06 -0.04 0.042
H -1.598 -0.543 -4.455 0.61 0.25 0.20 0.058
O -0.734 -0.242 -4.117 -0.60 -0.18 -0.26 -0.041
H 0.021 -3.932 3.046 -0.17 0.08 0.34 0.043
H 0.328 -2.390 3.174 -0.39 -1.00 -0.36 0.021
O 0.454 -3.200 2.609 0.33 0.74 0.22 -0.078
H 2.729 1.067 -3.779 -0.43 -0.20 -0.25 0.052
H 3.254 0.388 -2.630 -0.35 -0.52 0.36 0.045
O 2.509 0.288 -3.242 1.12 0.37 -0.33 -0.063
H 2.340 -3.365 1.277 -0.08 -0.27 0.09 0.041
H 1.113 -4.024 0.774 -0.31 -0.04 0.11 0.026
O 1.981 -3.757 0.470 0.28 -0.61 0.13 -0.087
H -3.769 -1.509 -1.925 0.71 -0.30 -0.11 0.055
H -3.068 -1.152 -0.511 0.69 -0.51 -0.32 0.007
O -3.837 -1.090 -1.073 -1.36 0.78 0.58 -0.034
```
Forces are in eV/Å.

C4H35NO15 | ωB97M-V/def2-TZVPD

Calculated values
- highest occupied orbital energy (eV) = -10.03
- E_LUMO (eV) = -0.2528
- HOMO-LUMO gap (eV) = 9.8

The geometry in XYZ format:
```
55
Properties=species:S:1:pos:R:3:forces:R:3:lowdin_charge:R:1
C 2.340 3.335 1.027 0.95 0.85 -0.11 -0.053
C 3.097 3.254 -0.307 -0.21 -0.92 0.84 -0.394
C 4.394 2.414 -0.082 -1.31 0.43 -2.34 -0.055
N 2.236 2.716 -1.390 1.88 -0.25 0.44 0.094
C 1.502 1.535 -1.268 0.08 -0.31 -1.58 -0.590
O 1.278 1.084 -2.491 -0.42 -0.15 0.18 0.084
O 1.064 0.984 -0.262 0.15 0.58 0.17 0.024
H 2.403 4.385 1.305 -0.27 0.08 0.48 0.074
H 2.965 2.778 1.759 -1.14 0.11 -0.14 0.082
H 1.290 3.058 0.941 0.36 -0.24 0.40 0.050
H 3.423 4.245 -0.666 -0.33 -0.28 0.23 0.133
H 4.143 1.350 -0.012 0.17 0.16 0.16 0.087
H 4.947 2.773 0.747 0.49 0.25 0.89 0.060
H 4.962 2.619 -0.998 0.45 -0.58 0.22 0.076
H 2.900 2.626 -2.178 -1.32 0.03 -0.06 0.146
H 0.681 0.223 -2.510 0.80 0.38 0.53 0.069
H -1.504 -2.102 -0.579 -0.04 0.04 0.10 -0.009
H -0.274 -2.713 0.243 -0.28 0.22 -0.28 0.006
O -0.727 -2.675 -0.625 0.57 -0.69 0.60 -0.077
H -3.293 -2.217 -2.404 0.18 -0.07 0.35 0.040
H -2.646 -1.634 -3.629 0.01 -0.10 -0.11 0.056
O -2.484 -2.273 -2.925 -0.12 0.34 -0.45 -0.043
H 0.059 -5.317 -0.385 -0.14 -0.37 -0.12 0.029
H -0.269 -4.872 0.971 -0.05 -0.43 0.22 0.006
O -0.176 -5.700 0.472 0.19 0.81 -0.08 -0.072
H 1.937 -1.913 -4.540 0.10 -0.44 0.78 0.018
H 3.330 -2.639 -4.110 -0.73 -0.06 0.42 0.027
O 2.863 -2.077 -4.726 0.60 0.53 -1.13 -0.058
H -3.646 -0.699 -0.195 -0.36 -0.15 0.75 0.063
H -3.027 -2.038 0.580 -1.17 0.31 0.47 0.021
O -3.017 -1.418 -0.149 1.14 0.10 -1.59 -0.047
H -2.777 -0.160 4.945 -0.33 0.06 -0.21 0.073
H -1.562 -0.332 4.095 -0.18 0.11 -0.52 0.070
O -2.517 -0.168 4.013 0.73 -0.18 0.98 -0.046
H 1.862 -2.853 1.394 -0.09 0.47 0.32 0.066
H 0.688 -1.963 2.119 1.06 -0.46 -0.95 0.042
O 0.919 -2.735 1.538 -0.89 -0.15 0.61 -0.066
H -0.739 2.276 -0.243 0.76 -0.32 -0.21 -0.016
H -0.291 3.764 -0.291 0.12 -0.28 -0.17 0.039
O -1.003 3.166 -0.049 -0.60 1.19 0.61 -0.044
H -3.333 0.461 2.244 -0.10 1.85 0.49 -0.014
H -3.519 2.041 2.609 0.23 -0.56 0.50 0.038
O -3.496 1.371 1.926 -0.23 -0.71 -1.38 -0.058
H -1.990 1.136 -0.815 -0.39 0.20 0.24 0.004
H -2.759 2.328 -1.509 0.27 0.10 0.59 0.041
O -2.375 1.459 -1.631 -0.26 -0.93 -1.03 -0.048
H -3.259 -1.176 2.396 0.30 -1.06 -0.55 0.006
H -4.132 -1.999 3.116 -0.25 -1.02 -0.28 0.067
O -3.668 -2.060 2.264 -0.13 1.42 1.42 -0.066
H 1.613 -0.001 2.879 0.06 0.56 -0.61 0.056
H 0.874 0.449 1.491 0.68 0.17 -0.07 0.011
O 0.849 -0.084 2.300 -0.78 -0.67 0.92 -0.058
H -0.688 -1.315 -2.574 -0.61 -0.43 -0.07 0.029
H 0.313 -1.524 -1.456 -0.30 -0.16 -0.47 0.053
O 0.237 -1.174 -2.371 0.74 0.60 -0.41 -0.025
```
Forces are in eV/Å.

C4H36BO26 | ωB97M-V/def2-TZVPD

Calculated values
- highest occupied orbital energy (spin up / spin down) (eV) = 0.98 / -3.06
- E_LUMO (spin up / spin down) (eV) = 3.4601 / 3.4596
- ⟨S²⟩ = 0.753
- total charge = -2
- HOMO-LUMO gap (spin up / spin down) (eV) = 2.5 / 6.5
- spin multiplicity = 2

The geometry in XYZ format:
```
67
Properties=species:S:1:pos:R:3:forces:R:3:lowdin_charge:R:1
O 20.917 6.482 -23.016 0.61 -0.34 -0.79 0.103
C 20.478 6.497 -21.900 -0.87 0.67 0.03 -0.347
O 20.204 5.459 -21.155 0.21 0.20 -0.81 0.236
B 19.992 5.911 -19.776 -0.08 -0.45 2.61 -0.853
O 19.751 7.423 -19.960 -0.28 0.44 0.33 0.196
C 20.071 7.814 -21.150 0.83 -0.17 -0.38 -0.370
O 20.156 8.933 -21.627 -0.39 -1.24 0.67 0.096
O 21.171 5.635 -18.952 -0.32 0.75 -0.82 0.149
C 20.712 4.926 -17.871 -3.64 -1.69 1.24 -0.366
O 21.359 4.410 -16.923 1.04 0.09 -0.47 -0.053
C 19.219 4.710 -18.010 6.90 -0.13 2.29 -0.535
O 18.858 5.319 -19.061 -2.08 2.78 -5.42 0.202
O 18.517 4.081 -17.257 -2.40 -1.17 1.79 0.038
O 20.222 2.072 -15.378 0.06 -1.03 0.46 -0.046
H 19.885 2.208 -14.493 -0.04 0.09 0.09 0.024
H 20.271 2.951 -15.754 0.11 0.93 -0.77 0.009
O 20.738 11.552 -22.108 -0.15 0.75 -0.27 -0.056
H 20.810 10.645 -21.811 -0.21 -0.71 0.27 -0.022
H 21.605 11.761 -22.454 0.15 0.06 -0.08 0.027
O 16.094 3.701 -18.884 -0.72 -0.17 -0.56 -0.057
H 16.564 4.424 -18.469 0.73 0.12 0.22 0.002
H 15.537 3.348 -18.190 0.04 -0.17 0.23 0.020
O 23.168 9.278 -20.754 0.38 0.14 0.13 -0.029
H 22.840 9.219 -21.651 -0.40 0.04 -0.54 -0.002
H 23.880 8.639 -20.717 0.24 -0.18 0.07 0.052
O 22.115 3.354 -20.486 0.50 -0.32 -0.02 -0.034
H 21.523 4.035 -20.806 -0.19 0.23 0.01 -0.008
H 21.645 2.535 -20.641 -0.09 -0.18 0.01 0.037
O 16.709 5.243 -14.915 -0.24 0.03 0.67 -0.051
H 17.329 5.446 -15.616 0.62 0.08 -0.67 0.017
H 15.870 5.130 -15.361 -0.13 -0.07 -0.16 0.040
O 23.614 6.173 -24.354 -0.07 0.25 -0.20 -0.036
H 24.233 6.857 -24.610 0.31 0.08 -0.18 0.051
H 23.685 6.130 -23.401 0.03 -0.11 0.51 0.054
O 18.254 0.824 -17.499 -0.18 -0.85 -0.41 -0.080
H 17.983 1.673 -17.848 -0.01 0.55 0.07 0.002
H 18.668 1.029 -16.661 0.25 0.47 0.30 -0.018
O 22.097 3.729 -23.926 0.13 -0.52 -0.27 -0.053
H 22.467 4.611 -23.919 -0.13 0.13 -0.11 -0.033
H 21.150 3.865 -23.943 -0.21 0.15 0.19 0.028
O 23.205 6.434 -16.643 0.78 0.56 0.41 -0.067
H 23.060 5.524 -16.903 -0.66 -0.65 0.03 -0.003
H 23.619 6.839 -17.405 -0.18 0.25 -0.17 0.005
O 17.082 2.408 -14.979 -0.36 -0.71 0.17 -0.060
H 17.238 3.346 -14.873 0.05 0.75 -0.18 -0.018
H 17.486 2.009 -14.208 0.06 -0.16 0.08 0.018
O 21.862 8.758 -18.313 0.18 0.40 0.53 -0.045
H 21.227 8.095 -18.586 -0.14 -0.34 0.13 0.004
H 22.411 8.896 -19.084 -0.11 0.18 -0.35 -0.026
O 17.896 10.343 -23.375 -0.38 -0.18 -0.35 -0.048
H 18.685 10.776 -23.050 0.62 0.08 0.22 0.005
H 17.214 10.586 -22.750 -0.18 0.05 0.20 0.037
O 18.164 7.535 -17.161 -0.23 -0.08 0.44 -0.018
H 18.369 7.626 -18.092 0.20 -0.16 -0.46 0.019
H 17.661 8.322 -16.949 -0.05 0.20 0.07 0.031
O 22.465 9.027 -23.766 0.55 0.46 0.22 -0.036
H 22.218 9.285 -24.654 -0.28 0.08 -0.15 0.051
H 22.697 8.101 -23.841 -0.33 -0.54 -0.04 -0.011
O 23.175 2.276 -16.455 0.95 -0.65 0.15 -0.081
H 22.453 2.789 -16.820 -0.61 0.82 -0.20 -0.019
H 22.749 1.531 -16.031 -0.27 -0.02 0.09 0.002
O 16.836 7.794 -22.021 -0.24 -0.05 0.24 -0.042
H 16.737 6.962 -22.483 -0.03 -0.27 -0.01 0.035
H 17.416 8.311 -22.579 0.38 0.44 -0.30 -0.006
O 20.189 7.033 -25.694 -0.15 0.28 -0.63 -0.056
H 20.693 6.921 -24.888 0.05 -0.08 0.72 -0.025
H 20.473 6.312 -26.256 0.06 -0.18 -0.10 0.024
```
Forces are in eV/Å.

These records have energy above the lowest of the compared OMol25 structures with the same formula, charge and spin values of 426.2; 0.0; 225.8; 0.0 kJ/mol, in the order they appear.